No. 1
{"formula": "C8H16N2", "method": "the ωB97M-V functional and the def2-TZVPD basis", "elements": ["C", "C", "C", "N", "C", "N", "H", "H", "H", "H", "H", "H", "C", "C", "C", "C", "H", "H", "H", "H", "H", "H", "H", "H", "H", "H"], "xyz": [[-1.8688, 2.6616, 0.1675], [-0.7363, 2.2658, 1.0489], [0.1432, 3.0102, 1.7697], [0.9411, 2.1188, 2.4853], [0.3632, 0.8781, 2.3145], [-0.5611, 0.9394, 1.3888], [-1.7825, 3.7676, 0.2775], [-2.9203, 2.3694, 0.2329], [-1.7147, 2.4686, -0.8910], [0.3655, 4.0594, 1.7194], [1.6208, 2.4526, 3.1448], [0.6521, -0.0768, 2.6818], [1.7116, -2.0402, -1.8507], [0.3280, -2.3863, -2.2710], [0.2202, -3.9024, -2.5570], [-0.7410, -2.0924, -1.2368], [2.5070, -2.2596, -2.5514], [2.0233, -2.4453, -0.8873], [1.8393, -0.9529, -1.6600], [0.1775, -1.8245, -3.2001], [0.5595, -4.4393, -1.6382], [-0.8328, -4.2636, -2.6977], [0.7455, -4.2686, -3.4474], [-0.6961, -1.0801, -0.8456], [-1.7191, -2.4978, -1.4971], [-0.4548, -2.7108, -0.3797]], "max_force_ev_per_a": 2.65, "gap_ev": 9.62, "de_lowest_kj_mol": 87.5, "lumo_ev": 0.87, "spin_multiplicity": 1, "homo_energy_ha": -0.321, "smiles": "Cc1c[nH]cn1.CC(C)C"}

No. 2
{"formula": "C8H16N2", "method": "the ωB97M-V functional and the def2-TZVPD basis", "elements": ["C", "C", "C", "N", "C", "N", "H", "H", "H", "H", "H", "H", "C", "C", "C", "C", "H", "H", "H", "H", "H", "H", "H", "H", "H", "H"], "xyz": [[0.8644, 1.7404, 1.0682], [-0.1744, 2.5429, 0.3527], [-0.1368, 3.7078, -0.3504], [-1.4013, 3.8581, -0.8817], [-2.1828, 2.9104, -0.3079], [-1.4734, 2.0517, 0.3724], [1.7822, 1.6751, 0.4880], [0.4508, 0.7930, 1.3797], [1.1327, 2.2387, 2.0091], [0.6602, 4.4102, -0.5225], [-1.7387, 4.5332, -1.5427], [-3.2451, 2.9036, -0.5001], [1.0052, -3.0718, -1.2528], [0.2757, -2.0587, -0.3266], [-1.0147, -2.5759, 0.2746], [1.2893, -1.6250, 0.7340], [0.3821, -3.3073, -2.1185], [1.2580, -3.9771, -0.7044], [1.8644, -2.5496, -1.6752], [0.0835, -1.2820, -1.0698], [-1.0781, -2.6181, 1.3639], [-1.9236, -2.0959, -0.0798], [-1.1583, -3.6308, 0.0014], [1.9756, -0.8166, 0.5188], [0.7496, -1.2401, 1.6102], [1.7534, -2.5164, 1.1594]], "max_force_ev_per_a": 1.90, "gap_ev": 9.48, "de_lowest_kj_mol": 72.6, "lumo_ev": 0.89, "spin_multiplicity": 1, "homo_energy_ha": -0.316, "smiles": "Cc1c[nH]cn1.CC(C)C"}

Copy entry 1 word for word.
{"formula": "C8H16N2", "method": "the ωB97M-V functional and the def2-TZVPD basis", "elements": ["C", "C", "C", "N", "C", "N", "H", "H", "H", "H", "H", "H", "C", "C", "C", "C", "H", "H", "H", "H", "H", "H", "H", "H", "H", "H"], "xyz": [[-1.8688, 2.6616, 0.1675], [-0.7363, 2.2658, 1.0489], [0.1432, 3.0102, 1.7697], [0.9411, 2.1188, 2.4853], [0.3632, 0.8781, 2.3145], [-0.5611, 0.9394, 1.3888], [-1.7825, 3.7676, 0.2775], [-2.9203, 2.3694, 0.2329], [-1.7147, 2.4686, -0.8910], [0.3655, 4.0594, 1.7194], [1.6208, 2.4526, 3.1448], [0.6521, -0.0768, 2.6818], [1.7116, -2.0402, -1.8507], [0.3280, -2.3863, -2.2710], [0.2202, -3.9024, -2.5570], [-0.7410, -2.0924, -1.2368], [2.5070, -2.2596, -2.5514], [2.0233, -2.4453, -0.8873], [1.8393, -0.9529, -1.6600], [0.1775, -1.8245, -3.2001], [0.5595, -4.4393, -1.6382], [-0.8328, -4.2636, -2.6977], [0.7455, -4.2686, -3.4474], [-0.6961, -1.0801, -0.8456], [-1.7191, -2.4978, -1.4971], [-0.4548, -2.7108, -0.3797]], "max_force_ev_per_a": 2.65, "gap_ev": 9.62, "de_lowest_kj_mol": 87.5, "lumo_ev": 0.87, "spin_multiplicity": 1, "homo_energy_ha": -0.321, "smiles": "Cc1c[nH]cn1.CC(C)C"}

Repeat the first record exactly.
{"formula": "C8H16N2", "method": "the ωB97M-V functional and the def2-TZVPD basis", "elements": ["C", "C", "C", "N", "C", "N", "H", "H", "H", "H", "H", "H", "C", "C", "C", "C", "H", "H", "H", "H", "H", "H", "H", "H", "H", "H"], "xyz": [[-1.8688, 2.6616, 0.1675], [-0.7363, 2.2658, 1.0489], [0.1432, 3.0102, 1.7697], [0.9411, 2.1188, 2.4853], [0.3632, 0.8781, 2.3145], [-0.5611, 0.9394, 1.3888], [-1.7825, 3.7676, 0.2775], [-2.9203, 2.3694, 0.2329], [-1.7147, 2.4686, -0.8910], [0.3655, 4.0594, 1.7194], [1.6208, 2.4526, 3.1448], [0.6521, -0.0768, 2.6818], [1.7116, -2.0402, -1.8507], [0.3280, -2.3863, -2.2710], [0.2202, -3.9024, -2.5570], [-0.7410, -2.0924, -1.2368], [2.5070, -2.2596, -2.5514], [2.0233, -2.4453, -0.8873], [1.8393, -0.9529, -1.6600], [0.1775, -1.8245, -3.2001], [0.5595, -4.4393, -1.6382], [-0.8328, -4.2636, -2.6977], [0.7455, -4.2686, -3.4474], [-0.6961, -1.0801, -0.8456], [-1.7191, -2.4978, -1.4971], [-0.4548, -2.7108, -0.3797]], "max_force_ev_per_a": 2.65, "gap_ev": 9.62, "de_lowest_kj_mol": 87.5, "lumo_ev": 0.87, "spin_multiplicity": 1, "homo_energy_ha": -0.321, "smiles": "Cc1c[nH]cn1.CC(C)C"}

Please write out number 2 again, unchanged.
{"formula": "C8H16N2", "method": "the ωB97M-V functional and the def2-TZVPD basis", "elements": ["C", "C", "C", "N", "C", "N", "H", "H", "H", "H", "H", "H", "C", "C", "C", "C", "H", "H", "H", "H", "H", "H", "H", "H", "H", "H"], "xyz": [[0.8644, 1.7404, 1.0682], [-0.1744, 2.5429, 0.3527], [-0.1368, 3.7078, -0.3504], [-1.4013, 3.8581, -0.8817], [-2.1828, 2.9104, -0.3079], [-1.4734, 2.0517, 0.3724], [1.7822, 1.6751, 0.4880], [0.4508, 0.7930, 1.3797], [1.1327, 2.2387, 2.0091], [0.6602, 4.4102, -0.5225], [-1.7387, 4.5332, -1.5427], [-3.2451, 2.9036, -0.5001], [1.0052, -3.0718, -1.2528], [0.2757, -2.0587, -0.3266], [-1.0147, -2.5759, 0.2746], [1.2893, -1.6250, 0.7340], [0.3821, -3.3073, -2.1185], [1.2580, -3.9771, -0.7044], [1.8644, -2.5496, -1.6752], [0.0835, -1.2820, -1.0698], [-1.0781, -2.6181, 1.3639], [-1.9236, -2.0959, -0.0798], [-1.1583, -3.6308, 0.0014], [1.9756, -0.8166, 0.5188], [0.7496, -1.2401, 1.6102], [1.7534, -2.5164, 1.1594]], "max_force_ev_per_a": 1.90, "gap_ev": 9.48, "de_lowest_kj_mol": 72.6, "lumo_ev": 0.89, "spin_multiplicity": 1, "homo_energy_ha": -0.316, "smiles": "Cc1c[nH]cn1.CC(C)C"}